<A>
The following is a quantum chemistry calculation of one molecule with the formula C6H8, from OMol25.

```
14
Properties=species:S:1:pos:R:3:lowdin_charge:R:1
C -0.4496 -1.7934 1.8839 0.1215
C -0.2938 -1.0516 0.9459 -0.0962
C 0.0064 -0.0752 -0.0844 -0.5033
C 0.9379 -0.5474 -1.1883 -0.0377
C -1.0336 0.9643 -0.4364 -0.0898
C 0.1038 1.3394 0.4596 -0.0892
H -0.5623 -2.4397 2.7252 0.0213
H 1.3575 0.3148 -1.7181 0.0817
H 0.3982 -1.1669 -1.9139 0.0847
H 1.7616 -1.1435 -0.7819 0.0830
H -2.0396 0.8775 -0.0323 0.1082
H -0.9800 1.3158 -1.4646 0.1047
H 0.8955 1.9839 0.0823 0.1050
H -0.1020 1.4219 1.5229 0.1061
```

Calculated values
Multiplicity: 1
HOMO-LUMO gap (eV): 10.41
Structure (SMILES): C#CC1(C)CC1
HOMO level (eV): -9.28

***

<B>
The following is a quantum chemistry calculation of a 2-piece molecular cluster, C6H8 overall, from OMol25.

```
14
Properties=species:S:1:pos:R:3:lowdin_charge:R:1
C 0.4857 2.4867 -0.0557 0.0053
C 0.1470 1.7477 0.9083 -0.1615
C -0.6191 0.5314 0.9847 -0.2547
C -0.3775 -0.3386 -0.2425 -0.1866
C -0.1849 -1.8363 -0.0134 -0.1445
C 0.6133 -1.1157 -1.0461 -0.1494
H 0.9548 3.4591 -0.2087 0.0448
H -0.4907 -0.0314 1.9107 0.1122
H -1.6789 0.8124 0.9306 0.1274
H -0.1464 1.4210 -1.0286 0.2030
H -0.8826 -2.6519 -0.2122 0.0949
H 0.3933 -2.0117 0.9009 0.1026
H 1.6993 -1.0433 -1.0409 0.1035
H 0.2011 -1.2392 -2.0513 0.1030
```

Calculated values
Multiplicity: 1
HOMO-LUMO gap (alpha / beta) (eV): 8.16 / 7.84
HOMO level (alpha / beta) (eV): -8.26 / -7.81

***

<C>
The following is a quantum chemistry calculation of C6H8 as an isolated structure, from OMol25.

```
14
Properties=species:S:1:pos:R:3:lowdin_charge:R:1
C 0.7026 -0.0775 -1.0825 -0.1003
C -0.7775 -0.2971 -0.6273 -0.2446
C -0.1541 -1.1836 0.5002 -0.1005
C 0.8989 -0.0227 0.4720 -0.2598
C 0.0606 1.1824 0.8602 -0.0756
C -1.0439 1.0167 0.1458 -0.0751
H 0.8986 0.8023 -1.7000 0.1042
H 1.2502 -0.9419 -1.4902 0.1044
H -1.6778 -0.4531 -1.2238 0.1194
H 0.3327 -2.1260 0.2036 0.1044
H -0.7698 -1.3558 1.3864 0.1043
H 1.8796 -0.1158 0.9378 0.1238
H 0.3241 1.9685 1.5522 0.0961
H -1.9333 1.6409 0.0956 0.0993
```

Calculated values
Multiplicity: 1
HOMO-LUMO gap (eV): 10.04
HOMO level (eV): -8.87

***

Comparing the structures above, <C> comes out on top by 5.0 kcal/mol.